Entry 1:
# C3H9BNO2

2 unconnected molecules or ions with the total composition C3H9BNO2 at a distorted geometry (the ωB97M-V functional and the def2-TZVPD basis, OMol25).

Structure (XYZ):
```
16
Properties=species:S:1:pos:R:3:forces:R:3
B -0.068312 -0.347814 0.836897 0.1 1.6 -0.8
C -0.773521 0.021591 -1.371542 2.1 -0.2 1.9
C -1.111422 -1.384556 -0.817332 -2.6 -0.5 -1.7
C -0.262699 0.968631 -0.183301 1.3 -2.1 0.4
N 0.761832 1.877437 -0.460775 -1.2 0.8 0.8
O -0.625091 -1.446121 0.555874 0.3 -1.1 0.7
O 1.499824 -0.727075 2.708862 2.8 0.2 1.7
H 0.086588 -0.104118 -2.007847 0.1 0.2 -0.6
H -1.507706 0.625302 -1.809791 -1.4 0.1 -1.1
H -2.261978 -1.557017 -0.800628 2.1 0.1 0.2
H -0.620342 -2.195608 -1.430540 -0.6 0.8 1.0
H -1.067071 1.490856 0.213216 -1.7 0.9 0.9
H 1.505066 1.434490 -0.903079 1.6 -0.1 -1.2
H 0.461987 2.790270 -0.818193 0.4 -0.8 0.1
H 1.463283 -0.938118 3.728569 -0.1 0.6 -3.0
H 2.519562 -0.508151 2.559610 -3.3 -0.6 0.4
```
Positions in Å, forces in eV/Å.

## Properties
Spin multiplicity: 1
E_tot, eV: -9509.893
ΔE to the lowest compared entry with this formula, charge and spin, eV: 3.680
Orbital gap, eV: 8.3714
Net charge: +1
Molecular weight, g/mol: 101.922
F_max, eV/Å: 3.37

***

Entry 2:
# C3H9BrN

2 unconnected molecules or ions with the total composition C3H9BrN at a distorted geometry (the ωB97M-V functional and the def2-TZVPD basis, OMol25).

Structure (XYZ):
```
14
Properties=species:S:1:pos:R:3:forces:R:3
C 0.223127 -2.747164 -0.116129 4.7 -2.3 1.1
C 0.002324 2.266504 -0.139602 -1.8 2.0 0.1
C 0.888051 0.000070 0.640508 -0.2 -0.3 -3.9
N -0.096392 0.775346 -0.289112 -2.7 -0.5 4.4
Br 2.554772 -0.039477 -0.212588 -0.2 0.1 0.6
H -0.609783 -2.241695 0.098105 -3.3 1.6 0.3
H 0.723893 -3.267583 0.789973 -0.9 0.9 -1.8
H 0.692375 -2.879649 -1.106611 -0.6 0.3 0.7
H -0.136793 2.786667 -1.111496 -0.2 -0.6 0.6
H -0.769712 2.703994 0.637687 1.4 -1.3 -1.7
H 0.964072 2.577257 0.192177 0.9 -0.3 0.3
H 0.802927 0.245055 1.654371 -0.2 0.4 1.3
H -0.191696 0.405943 -1.204505 1.0 -0.3 -1.4
H -1.104645 0.548205 0.073415 2.1 0.3 -0.5
```
Positions in Å, forces in eV/Å.

## Properties
Spin multiplicity: 1
E_tot, eV: -74777.676
ΔE to the lowest compared entry with this formula, charge and spin, eV: 5.334
Orbital gap (alpha / beta), eV: 7.2327 / 9.8809
Net charge: +1
Molecular weight, g/mol: 139.016
F_max, eV/Å: 5.32

***

Entry 3:
# C6H9N

2 unconnected molecules or ions with the total composition C6H9N at a distorted geometry (the ωB97M-V functional and the def2-TZVPD basis, OMol25).

Structure (XYZ):
```
16
Properties=species:S:1:pos:R:3:forces:R:3
C 2.760220 -0.961018 0.107021 -0.2 -1.1 -1.4
C -2.016143 -0.551986 -0.484206 0.8 1.4 -0.2
C -0.993453 -0.916669 0.508460 1.9 -2.8 0.5
C -0.434226 1.776432 0.454532 -1.6 0.9 -1.3
C 0.277436 1.236708 -0.751607 -1.4 -2.4 4.6
C -0.780203 0.389989 -0.156337 -0.4 0.9 0.0
N 2.680874 0.269170 0.141292 -0.6 0.6 0.2
H 3.799686 -1.364280 0.146713 -0.6 -0.2 0.4
H 1.917616 -1.666660 -0.236988 1.1 1.0 0.8
H -2.093161 -1.198832 -1.344626 0.1 0.5 -0.5
H -2.939654 -0.163726 -0.100845 -0.4 0.0 0.1
H -1.361116 -1.189612 1.545564 1.0 1.0 -1.1
H -0.222548 -1.678512 0.096928 -1.6 0.9 1.0
H 0.002089 1.792014 1.460606 0.1 -0.2 -0.5
H -1.136478 2.675382 0.286737 1.0 -1.5 0.2
H 0.539058 1.551596 -1.673251 0.7 1.0 -2.7
```
Positions in Å, forces in eV/Å.

## Properties
Spin multiplicity: 1
E_tot, eV: -7850.735
ΔE to the lowest compared entry with this formula, charge and spin, eV: 7.424
Orbital gap (alpha / beta), eV: 9.8742 / 7.5620
Net charge: 0
Molecular weight, g/mol: 95.145
F_max, eV/Å: 5.38

***

Entry 4:
# C43H47F6N2O2

7 unconnected molecules or ions with the total composition C43H47F6N2O2 at a distorted geometry (the ωB97M-V functional and the def2-TZVPD basis, OMol25).

Structure (XYZ):
```
100
Properties=species:S:1:pos:R:3:forces:R:3
C 4.197244 3.579408 -0.187361 -0.9 0.0 0.1
C 2.617887 3.587421 -0.133821 1.5 0.9 0.3
O 2.172938 2.308217 -0.543536 -0.8 0.0 0.6
C 2.044300 4.772309 -0.980600 1.2 0.4 -0.5
O 0.909533 4.431847 -1.779350 -0.3 -0.1 0.8
C -0.202806 4.126220 -0.994206 -1.4 -0.5 0.3
C -0.805683 2.816401 -1.622929 1.7 1.3 -0.7
N -2.159259 2.479628 -1.083611 0.4 -0.7 0.1
C -2.551981 3.269257 0.115442 0.1 1.3 0.9
C -2.348655 4.820373 -0.093937 -0.3 -0.8 0.0
N -1.276489 5.134082 -1.079976 -0.5 -0.3 0.2
H 4.569694 3.168214 0.772352 0.0 0.3 -0.6
H 4.600816 4.598897 -0.361749 -0.1 -0.7 0.2
H 4.477157 2.885183 -1.004633 0.1 0.6 0.4
H 2.368408 3.784263 0.931495 -0.3 -0.7 -0.6
H 2.029129 2.288089 -1.492150 0.3 0.3 -0.2
H 1.846146 5.686169 -0.373951 0.0 -0.7 -0.1
H 2.840643 5.076993 -1.694853 -0.7 -0.2 0.2
H 0.030828 4.003293 0.090673 0.5 -0.3 -0.7
H -0.061697 2.007466 -1.519233 -0.9 0.1 0.3
H -0.900971 3.044734 -2.705025 -0.1 -0.2 0.7
H -2.827293 2.571309 -1.852522 -0.2 0.0 0.3
H -2.129789 1.493437 -0.797625 -0.3 0.1 -0.2
H -1.929552 2.963972 0.980094 -0.3 -0.3 -0.7
H -3.602695 3.042935 0.362987 0.5 0.0 -0.2
H -2.086451 5.226461 0.909418 -0.4 -0.2 -0.5
H -3.332235 5.211063 -0.425620 0.8 0.2 0.1
H -0.942363 6.056062 -0.815632 0.3 -0.1 -0.4
F -1.719473 -0.969486 0.564531 0.0 0.1 -0.1
C -2.482872 -0.678561 1.641827 -0.4 0.1 0.6
C -3.703167 -0.061175 1.444680 0.0 0.2 -0.3
C -4.497100 0.243194 2.543741 0.2 0.0 0.2
C -4.053483 -0.067037 3.824322 0.0 0.0 0.0
C -2.820451 -0.685533 4.006130 -0.2 0.1 -0.2
C -2.029814 -0.998963 2.907896 0.3 -0.1 -0.1
H -4.027026 0.177105 0.436687 -0.1 -0.1 0.0
H -5.458926 0.720048 2.401704 0.0 0.0 0.0
H -4.670230 0.172673 4.681105 0.0 0.0 0.0
H -2.474630 -0.923692 5.003479 0.0 0.0 -0.1
H -1.071123 -1.487818 3.029517 -0.1 0.0 0.0
F 1.749598 -0.599905 -4.989242 0.0 0.1 0.0
C 0.992755 -1.184187 -4.047694 -0.3 -0.2 0.3
C 0.938320 -0.628460 -2.780675 0.0 0.2 0.0
C 0.152586 -1.233679 -1.806018 0.0 0.0 -0.3
C -0.560493 -2.388119 -2.106875 -0.1 0.0 0.1
C -0.493603 -2.937659 -3.381149 0.1 0.2 0.1
C 0.283993 -2.330513 -4.359927 0.0 -0.1 -0.2
H 1.509212 0.266286 -2.563622 0.1 -0.1 0.0
H 0.097814 -0.807552 -0.813355 0.1 0.0 0.0
H -1.167603 -2.860418 -1.344706 0.1 0.0 0.0
H -1.044394 -3.840672 -3.611367 0.0 0.0 0.0
H 0.343039 -2.742119 -5.359466 0.0 0.0 0.0
F 0.980330 -5.714425 -1.272446 -0.1 0.0 0.1
C 1.936167 -6.172448 -2.105051 0.4 -0.2 -0.4
C 2.368484 -7.481840 -2.000359 -0.1 -0.1 0.2
C 3.350761 -7.940858 -2.869488 0.0 0.3 -0.1
C 3.893208 -7.084048 -3.822253 0.0 -0.1 0.0
C 3.450603 -5.769148 -3.910714 0.0 -0.2 0.1
C 2.461894 -5.312586 -3.049558 -0.1 0.3 0.0
H 1.939383 -8.131225 -1.247361 0.0 0.0 0.0
H 3.693407 -8.965397 -2.803990 0.0 0.0 0.0
H 4.661416 -7.443138 -4.495561 0.0 0.0 0.0
H 3.875197 -5.100800 -4.649012 0.0 0.0 0.0
H 2.095916 -4.294870 -3.104777 0.0 0.0 0.0
F -7.585698 0.552442 -0.598993 0.0 0.0 0.1
C -6.795333 0.655160 -1.677050 0.3 0.1 -0.4
C -7.051296 1.640678 -2.614930 -0.1 0.2 0.0
C -6.226612 1.748911 -3.728286 0.1 -0.2 0.2
C -5.163399 0.865987 -3.896519 0.1 0.1 0.0
C -4.921327 -0.122660 -2.948195 0.0 0.2 0.0
C -5.739125 -0.225906 -1.828602 0.1 -0.1 0.2
H -7.887632 2.312884 -2.471460 0.0 0.0 0.0
H -6.413184 2.519612 -4.465074 0.0 0.0 0.0
H -4.525313 0.948747 -4.768176 -0.1 0.0 0.0
H -4.096905 -0.813393 -3.080627 0.0 0.0 0.0
H -5.560410 -0.984353 -1.076321 -0.1 0.0 0.0
F 2.624233 5.948213 3.137378 -0.1 0.0 -0.1
C 3.521098 5.275206 3.889216 0.4 -0.3 0.4
C 4.430019 5.980773 4.655962 0.0 0.2 0.0
C 5.347584 5.283190 5.431243 -0.1 -0.2 -0.1
C 5.351921 3.892230 5.422300 0.0 0.0 0.0
C 4.435575 3.197283 4.642678 0.1 0.2 0.1
C 3.510414 3.892934 3.875313 -0.2 -0.1 -0.2
H 4.416479 7.063184 4.643842 0.0 0.0 0.0
H 6.059347 5.823549 6.041558 0.0 0.0 0.0
H 6.070981 3.351019 6.024131 0.0 0.0 0.0
H 4.441428 2.114834 4.632023 0.0 0.0 0.0
H 2.782360 3.368823 3.268196 0.0 0.0 0.0
F -0.553881 -3.636084 4.281320 -0.1 0.1 0.1
C 0.261761 -4.463260 3.594587 0.4 -0.4 -0.3
C 1.600688 -4.529875 3.935041 0.0 0.2 0.2
C 2.438001 -5.384332 3.228941 -0.2 0.0 -0.2
C 1.929830 -6.151956 2.186853 0.0 0.0 0.0
C 0.583230 -6.071325 1.853867 0.1 0.1 0.2
C -0.259099 -5.225912 2.564851 -0.2 0.1 0.0
H 1.979629 -3.918252 4.744109 0.0 0.0 0.0
H 3.486221 -5.450712 3.490334 0.0 0.0 0.0
H 2.585692 -6.813441 1.634220 0.0 0.0 0.0
H 0.188959 -6.665144 1.040196 0.0 0.0 0.0
H -1.312760 -5.155759 2.324999 0.0 0.0 0.0
```
Positions in Å, forces in eV/Å.

## Properties
Spin multiplicity: 1
E_tot, eV: -68726.178
Orbital gap, eV: 8.2697
Net charge: +1
Molecular weight, g/mol: 737.849
F_max, eV/Å: 2.19